1.
DFT (ωB97M-V with the def2-TZVPD basis set) results for the molecule C17H21N3O5.

The geometry in XYZ format:
```
46
Properties=species:S:1:pos:R:3:forces:R:3
C -0.91072 -0.55482 -2.64818 -0.1 0.0 0.1
C -0.72017 0.59239 -1.72258 0.4 -0.2 -0.3
C 0.42197 1.26336 -1.40824 -0.2 0.0 0.0
C 0.08614 2.26955 -0.45587 -0.9 -0.2 -0.2
C 0.98289 3.16557 0.23357 0.4 -0.1 0.2
O 0.66791 4.21999 0.74850 0.1 0.1 0.0
C 2.43164 2.65886 0.34716 0.1 0.5 -0.2
O 2.41433 1.35250 0.92426 -0.1 0.2 0.4
C 2.89788 0.33805 0.23001 0.0 -0.6 -0.2
O 3.46159 0.41985 -0.83411 0.1 0.1 0.0
C 2.66503 -0.99145 0.94376 0.0 0.0 0.1
C 3.81400 -1.24606 1.92301 -0.2 0.1 -0.1
N 2.58378 -2.03577 -0.05291 0.3 0.1 -0.1
C 1.40157 -2.69155 -0.27212 0.3 -0.1 -0.2
N 1.35483 -3.37222 -1.46187 -0.1 -0.1 -0.3
O 0.47871 -2.69117 0.51334 -0.4 0.0 0.3
C -1.28459 2.16436 -0.23732 0.5 0.4 0.3
C -2.14180 2.94105 0.69054 0.0 0.0 0.1
N -1.75303 1.14758 -1.00101 0.2 0.2 -0.2
C -3.09472 0.61369 -0.93516 -0.1 -0.5 0.2
C -3.19284 -0.38611 0.17541 -0.7 0.6 0.4
C -3.84689 -0.36812 1.37232 0.2 0.1 -0.7
C -3.47983 -1.56415 2.03768 0.3 -0.4 -0.2
C -2.62857 -2.21269 1.19840 -0.3 -0.2 0.9
O -2.45564 -1.51159 0.07114 0.2 0.2 -0.6
H 0.04213 -0.79986 -3.10852 0.0 0.0 0.0
H -1.26589 -1.42815 -2.10254 0.0 -0.1 -0.1
H -1.62562 -0.31766 -3.43741 0.0 -0.1 -0.1
H 1.38413 1.08985 -1.84510 0.2 -0.1 -0.1
H 2.99043 3.31916 1.01522 -0.1 -0.1 -0.1
H 2.91311 2.62221 -0.63566 -0.1 0.0 0.1
H 1.70988 -0.96150 1.47699 0.2 0.0 -0.1
H 4.76248 -1.26548 1.39055 0.1 0.0 0.0
H 3.66592 -2.20290 2.41577 0.0 -0.1 0.0
H 3.84200 -0.46003 2.67228 0.1 0.1 0.1
H 3.20307 -1.89191 -0.83958 -0.1 0.0 0.0
H 2.20044 -3.55817 -1.97194 0.0 0.0 0.0
H 0.61092 -4.04221 -1.55971 0.0 0.0 0.1
H -1.52797 3.67631 1.20249 -0.1 0.0 0.0
H -2.61187 2.28619 1.42433 -0.1 0.0 0.1
H -2.92564 3.46849 0.14575 -0.1 0.1 0.0
H -3.32667 0.13896 -1.89241 0.0 0.2 0.1
H -3.80343 1.42452 -0.75655 0.1 -0.1 0.0
H -4.51214 0.39086 1.73172 -0.1 0.2 0.0
H -3.80523 -1.88589 3.00529 0.0 -0.1 0.2
H -2.07354 -3.12391 1.28929 0.1 -0.1 -0.1
```
Positions in Å, forces in eV/Å.

Results
- HOMO energy: -0.294 Eh
- SMILES: Cc1cc(C(=O)COC(=O)[C@H](C)NC(N)=O)c(C)n1Cc1ccco1
- ΔE to the lowest compared entry with this formula, charge and spin: 180.17 kJ/mol
- Total energy: -32678.5835 eV
- Orbital gap: 8.70 eV
- 2S+1: 1
- LUMO energy: 0.026 hartree

These are the Mulliken partial charges, in e, on atoms 1 to 4: -1.92 0.66 -0.42 0.84

---

2.
DFT (ωB97M-V with the def2-TZVPD basis set) results for a cluster of 9 separate species, C61H67BF3N11O5S in total.

The geometry in XYZ format:
```
149
Properties=species:S:1:pos:R:3:forces:R:3
C 8.44178 -3.06862 3.08424 0.1 0.7 0.3
C 8.52514 -1.68592 2.99181 -0.2 0.2 -0.3
C 7.90152 -1.08307 1.79656 -2.1 -0.3 0.3
O 7.27809 -1.76621 1.00474 0.5 0.3 0.2
O 8.02358 0.27839 1.58316 0.0 -0.5 0.5
C 6.71434 0.85738 1.77028 0.1 0.6 0.3
C 6.79651 2.39106 1.87326 -0.9 -0.1 0.5
C 5.81261 2.84546 3.00560 0.5 0.1 -1.4
C 4.35950 2.88570 2.41585 -0.1 -0.1 1.9
C 3.38821 2.04424 3.29466 0.5 -0.4 0.0
C 3.05073 0.62505 2.72917 -1.1 0.1 0.3
C 1.57348 0.62030 2.30044 1.3 -0.2 -0.4
C 1.25203 0.90473 0.92991 0.3 0.6 0.3
B 2.30874 1.21402 -0.22240 0.0 -1.0 -0.1
O 2.76635 2.47331 -0.49019 0.2 -0.5 0.3
C 2.78531 -0.02301 -1.10892 0.2 -0.6 0.4
C 4.30887 -0.35174 -0.94038 -0.3 0.7 -0.8
C -0.04638 0.88813 0.53606 -0.3 0.1 -0.6
C -1.12070 0.58711 1.40542 0.7 0.5 -1.3
N -2.38261 0.60725 0.87602 0.5 -0.3 1.7
C -3.27488 0.33288 1.78939 -2.0 0.2 -0.7
C -4.76218 0.35549 1.37472 0.7 -0.3 0.0
N -4.90263 -0.09217 -0.00537 0.0 0.3 0.2
C -2.99308 0.01117 3.14608 0.6 0.1 0.1
N -1.77846 -0.00554 3.62372 -0.4 -0.1 -0.5
C -0.80272 0.31587 2.72569 -0.2 -0.3 1.4
C 0.55870 0.35403 3.18766 -0.5 -0.5 -0.4
S 0.83741 0.03882 4.91612 0.5 2.5 1.5
O 2.10443 0.54529 5.36483 0.9 -0.9 -0.8
O -0.18818 0.58705 5.74882 -1.0 -0.9 -0.4
C 0.95305 -1.79260 5.11784 0.8 -0.6 -0.8
F 1.91980 -2.27019 4.30770 -0.2 0.3 -0.2
F 1.33981 -2.08970 6.34790 -0.7 0.2 0.2
F -0.17963 -2.39126 4.77975 -0.1 0.0 0.4
H 9.34125 -3.67893 2.96913 0.0 0.0 1.9
H 7.47022 -3.51812 3.29841 0.0 -0.4 -2.0
H 8.97512 -1.06977 3.77321 1.6 -0.1 -1.1
H 6.32690 0.46734 2.72575 0.0 0.0 -0.2
H 6.01767 0.55153 0.98526 0.3 -0.1 0.0
H 7.81084 2.77058 2.02434 -0.1 -0.4 0.1
H 6.39210 2.84805 0.96068 0.5 -0.1 0.0
H 6.13610 3.83916 3.33961 -0.3 -0.1 0.0
H 5.88552 2.16825 3.86296 0.0 0.1 -0.1
H 4.30659 2.51620 1.39206 0.2 0.4 0.0
H 4.03844 3.93055 2.50007 -0.1 -0.2 -0.6
H 3.84918 1.90161 4.27838 -0.2 0.1 -0.2
H 2.44685 2.56409 3.50464 0.2 0.0 -0.2
H 3.11026 -0.14649 3.50003 0.5 0.3 -0.1
H 3.71207 0.29557 1.91754 -0.2 0.3 -0.1
H 3.51927 2.36161 -1.08916 -0.2 0.4 -0.2
H 2.57741 0.12998 -2.17946 0.0 0.2 0.2
H 2.22798 -0.92726 -0.82526 0.0 0.3 -0.1
H 4.73190 -0.66735 -1.90149 0.0 -0.1 0.3
H 4.82909 0.58891 -0.69648 0.2 -0.4 0.2
H 4.52303 -1.13306 -0.20768 -0.1 0.3 0.1
H -0.28769 1.10515 -0.50539 -0.2 -0.1 0.2
H -5.14494 1.38140 1.46505 0.2 -0.2 0.0
H -5.30901 -0.26563 2.09902 0.1 0.2 -0.2
H -5.60378 0.44134 -0.49878 -0.2 -0.4 0.0
H -5.08789 -1.08368 -0.05412 -0.2 0.1 -0.1
H -3.80531 -0.23557 3.83075 0.1 0.1 -0.2
C -8.94551 -1.02270 5.11190 -0.1 0.0 0.1
C -7.72560 -0.95508 5.76409 -0.1 0.0 0.0
C -6.57143 -1.11858 5.01554 0.3 0.0 -0.1
N -6.56623 -1.34194 3.69870 -0.4 0.1 0.3
C -7.75252 -1.40436 3.09030 0.1 0.0 -0.1
C -8.96352 -1.25124 3.74548 0.0 0.0 0.0
H -9.87050 -0.89887 5.66105 0.0 0.0 0.0
H -7.66847 -0.77893 6.82943 0.0 0.0 0.0
H -5.59382 -1.06980 5.48480 -0.1 0.0 0.1
H -7.71796 -1.58793 2.02119 -0.1 0.0 0.0
H -9.89530 -1.30991 3.19971 0.0 0.0 0.0
C 5.49147 -1.35244 -6.78970 0.0 0.0 0.0
C 6.70445 -1.10127 -6.16328 -0.1 0.0 0.0
C 6.72854 -1.04006 -4.77905 0.1 0.0 0.2
N 5.64871 -1.20573 -4.01408 0.0 0.0 -0.3
C 4.49418 -1.44526 -4.63719 0.1 0.1 0.2
C 4.36061 -1.53012 -6.01338 0.2 -0.1 0.1
H 5.43033 -1.40854 -7.87031 0.0 0.0 0.0
H 7.61137 -0.95601 -6.73568 0.0 0.0 0.0
H 7.65344 -0.84891 -4.24501 0.0 0.0 -0.1
H 3.63385 -1.57385 -3.98743 0.0 0.0 -0.1
H 3.40433 -1.72690 -6.46034 0.0 0.0 0.0
C 1.68198 3.01267 -7.96985 0.0 0.1 -0.1
C 0.78688 1.99400 -7.69001 0.0 0.0 0.0
C 1.29089 0.78716 -7.23233 0.1 -0.1 0.0
N 2.59081 0.54636 -7.04808 -0.3 0.4 -0.2
C 3.43454 1.53897 -7.32509 0.1 -0.1 0.1
C 3.03528 2.78537 -7.78448 -0.1 -0.1 0.0
H 1.32907 3.96984 -8.32634 0.0 0.0 0.1
H -0.27742 2.13273 -7.82240 0.0 0.0 0.0
H 0.62711 -0.03865 -6.99650 -0.1 0.0 0.0
H 4.48493 1.31289 -7.16687 0.0 0.0 0.0
H 3.76598 3.55583 -7.99064 0.0 0.0 0.0
C 3.50344 -6.63435 -8.06161 0.0 -0.1 -0.1
C 2.40687 -5.97814 -7.52747 0.0 0.0 0.0
C 2.63224 -4.86183 -6.73651 0.1 0.1 0.1
N 3.84427 -4.38384 -6.45586 -0.1 -0.4 -0.2
C 4.88546 -5.02995 -6.97779 0.1 0.2 0.1
C 4.77202 -6.15259 -7.78394 0.0 0.0 0.0
H 3.37122 -7.50943 -8.68570 0.0 0.0 0.0
H 1.39968 -6.32256 -7.71937 0.0 0.0 0.0
H 1.80349 -4.31373 -6.29947 0.0 -0.1 0.0
H 5.85876 -4.61798 -6.72985 0.0 0.0 0.0
H 5.65405 -6.63569 -8.18198 0.0 0.0 0.0
C -0.40445 7.91908 -5.30680 0.0 0.1 0.0
C -0.45109 6.76446 -4.54361 0.0 0.0 0.0
C -0.22757 5.55072 -5.17521 0.0 -0.2 -0.1
N 0.02696 5.42870 -6.47792 -0.1 0.2 0.1
C 0.06615 6.55217 -7.19479 0.0 -0.2 0.0
C -0.13958 7.81518 -6.66240 0.0 0.0 0.0
H -0.57229 8.88708 -4.85151 0.0 0.0 0.0
H -0.65563 6.80242 -3.48241 0.0 0.0 0.0
H -0.25124 4.62080 -4.61728 0.0 0.0 0.1
H 0.27370 6.42276 -8.25240 0.0 0.1 0.0
H -0.09377 8.69258 -7.29305 0.0 0.0 0.0
C -3.19684 -0.18393 9.30236 0.1 0.0 0.1
C -4.43937 0.42772 9.23400 0.0 0.0 0.0
C -4.86816 0.90582 8.00621 0.0 0.1 -0.1
N -4.15255 0.81558 6.88366 0.0 -0.2 0.2
C -2.95678 0.22490 6.97052 -0.2 0.1 -0.3
C -2.43800 -0.29014 8.14940 -0.1 0.0 0.1
H -2.82590 -0.57205 10.24308 0.0 0.0 0.0
H -5.06186 0.53128 10.11273 0.0 0.0 0.0
H -5.83473 1.38905 7.90452 0.0 0.0 0.1
H -2.39663 0.16831 6.04620 0.1 0.0 0.1
H -1.46414 -0.76007 8.15995 0.0 0.0 -0.1
C -4.79259 -4.05119 3.55553 -0.3 -0.1 -0.1
C -3.48624 -3.68389 3.81384 0.1 0.1 0.0
C -2.52740 -4.67809 3.91551 0.2 -0.2 0.0
N -2.78748 -5.97855 3.78114 -0.2 0.1 0.0
C -4.05514 -6.31562 3.53245 0.1 0.0 0.0
C -5.09012 -5.39788 3.40959 0.2 0.0 0.0
H -5.56401 -3.29648 3.46951 0.1 -0.1 0.0
H -3.21196 -2.64334 3.93539 0.0 0.0 0.0
H -1.49230 -4.42581 4.11501 0.0 0.0 0.0
H -4.24064 -7.37966 3.42954 -0.1 0.0 0.0
H -6.09952 -5.73004 3.20619 0.0 0.0 0.0
C -10.47700 2.59782 -1.26156 -0.1 0.1 0.0
C -9.22460 3.14853 -1.04742 0.0 0.0 0.0
C -8.14174 2.29080 -0.93374 0.1 -0.1 0.0
N -8.23520 0.96297 -1.01519 -0.1 0.2 0.0
C -9.44958 0.45313 -1.21980 0.1 -0.1 0.0
C -10.59623 1.22081 -1.35102 0.0 0.0 0.0
H -11.34859 3.23310 -1.35727 0.0 0.0 0.0
H -9.08898 4.21861 -0.97044 0.0 0.0 0.0
H -7.14163 2.67817 -0.76854 0.0 0.1 0.0
H -9.49535 -0.62900 -1.27968 -0.1 0.0 0.0
H -11.55615 0.75164 -1.51826 0.0 0.0 0.0
```
Positions in Å, forces in eV/Å.

Results
- HOMO energy: -0.312 Eh
- SMILES: C=CC(=O)OCCCCCCc1c(B(O)CC)cc2nc(CN)cnc2c1S(=O)(=O)C(F)(F)F.c1ccncc1.c1ccncc1.c1ccncc1.c1ccncc1.c1ccncc1.c1ccncc1.c1ccncc1.c1ccncc1
- Total energy: -110631.4112 eV
- Orbital gap: 7.56 eV
- 2S+1: 1
- LUMO energy: -0.034 hartree

These are the Mulliken partial charges, in e, on atoms 1 to 4: -0.41 -0.49 0.80 -0.53

---

3.
DFT (ωB97M-V with the def2-TZVPD basis set) results for a cluster of 2 separate species, C4H6O2 in total.

The geometry in XYZ format:
```
12
Properties=species:S:1:pos:R:3:forces:R:3
O 0.78881 2.21383 0.38686 -0.1 -0.3 0.0
C 0.48527 1.08541 0.03976 0.1 0.0 -0.1
C -0.94829 0.53144 -0.10786 0.0 0.0 0.1
C -0.70431 -0.89207 -0.44422 0.0 0.1 -0.3
O 0.54707 -1.05378 -0.75672 -0.2 -0.1 0.1
C 1.31402 -0.02474 -0.34434 0.1 0.3 -0.1
H -1.41948 1.01537 -0.97666 0.1 0.0 0.1
H -1.57188 0.73084 0.76639 0.1 -0.1 -0.1
H -0.07361 -1.14267 1.40022 0.1 0.0 0.3
H -1.38732 -1.66908 -0.75679 0.1 0.1 0.0
H 2.37517 -0.11423 -0.50638 -0.1 0.0 0.0
H 0.59998 -0.77037 1.48820 -0.1 0.0 0.2
```
Positions in Å, forces in eV/Å.

Results
- HOMO energy (spin up / spin down): -0.302 / -0.302 Eh
- ΔE to the lowest compared entry with this formula, charge and spin: 398.39 kJ/mol
- Total energy: -8336.3321 eV
- Orbital gap (spin up / spin down): 7.92 / 7.92 eV
- 2S+1: 1
- LUMO energy (spin up / spin down): -0.010 / -0.010 hartree

These are the Mulliken partial charges, in e, on atoms 1 to 4: -0.64 0.56 -0.14 -0.28

---

4.
DFT (ωB97M-V with the def2-TZVPD basis set) results for a cluster of 2 separate species, C22H30BrN5O3 in total.

The geometry in XYZ format:
```
61
Properties=species:S:1:pos:R:3:forces:R:3
C 1.38505 -6.80536 -1.11462 0.0 0.5 0.2
N 0.58936 -5.62262 -1.43355 -0.6 -0.5 -0.9
C 0.68353 -4.44207 -0.81032 0.5 0.1 1.4
O 1.44549 -4.25839 0.13472 -0.1 0.2 -0.4
C -0.28657 -3.34220 -1.28396 -0.3 0.2 -0.4
C 0.03304 -1.93356 -0.74693 -0.2 0.0 0.1
C -0.97796 -0.88308 -1.18182 -0.1 -0.2 -0.1
C -2.09306 -0.60510 -0.36456 -0.1 0.7 -1.3
C -3.08943 0.28970 -0.80002 1.1 -0.4 -0.6
C -2.95564 0.93520 -2.04904 0.4 -0.8 0.9
O -3.90338 1.81053 -2.47403 0.3 0.3 -0.7
C -1.82962 0.67586 -2.85697 -0.1 -0.3 0.7
C -0.84635 -0.23810 -2.42773 -1.3 0.4 0.7
N -1.67311 -3.68626 -0.94717 0.8 0.5 0.5
C -2.42864 -4.53441 -1.64079 -0.6 -0.8 -0.7
C -3.85392 -4.70216 -1.17240 0.1 0.1 -0.1
O -2.01498 -5.16128 -2.60866 0.3 0.0 -0.1
H 2.39854 -6.68149 -1.49936 0.0 -0.1 0.1
H 0.93184 -7.68841 -1.56737 0.0 0.2 0.0
H 1.43312 -6.94115 -0.03197 0.0 0.0 -0.1
H -0.13412 -5.70706 -2.14144 0.1 0.1 0.1
H -0.20435 -3.29511 -2.37117 -0.2 -0.1 -0.1
H 1.02491 -1.63851 -1.09143 0.0 -0.2 0.1
H 0.05818 -1.96380 0.34321 0.2 -0.1 0.1
H -2.19121 -1.09116 0.59590 0.0 0.0 0.1
H -3.94661 0.49107 -0.17590 -0.1 0.1 0.1
H -4.64928 1.86318 -1.87621 0.0 -0.2 0.3
H -1.73897 1.17604 -3.80984 0.0 0.1 -0.1
H 0.00169 -0.45371 -3.06341 0.0 0.0 0.0
H -2.08677 -3.22138 -0.15795 0.0 0.0 0.0
H -4.36053 -5.40789 -1.82912 0.1 0.1 0.1
H -3.85630 -5.08424 -0.15350 -0.1 0.0 0.1
H -4.36172 -3.74010 -1.21213 -0.1 0.0 0.1
Br 5.83630 4.21638 5.65927 -0.1 0.0 -0.2
C 4.65116 3.86268 4.20951 -0.7 0.2 -1.2
C 3.89254 2.68988 4.20740 0.1 0.1 -0.1
C 3.00695 2.43168 3.15890 0.5 0.4 0.3
C 2.89977 3.35766 2.10665 -0.8 -0.1 -0.8
N 2.00316 3.16679 1.01927 0.4 0.3 0.0
C 1.21113 1.92459 0.86848 0.3 0.8 0.8
C -0.09891 2.05528 1.64910 -0.3 -0.1 -0.3
C -1.18330 2.79655 0.86557 0.3 0.3 -0.3
N -0.81505 4.16498 0.46999 0.1 0.4 0.1
C 0.27832 4.30419 -0.51462 -0.3 -0.7 0.7
C 1.66579 4.32964 0.14869 0.0 -0.4 0.4
C 3.73081 4.50496 2.19839 0.0 -0.4 0.4
N 4.57053 4.75694 3.21666 -0.3 -0.8 0.3
H 3.99346 1.99493 5.03376 -0.1 0.0 -0.1
H 2.41367 1.52640 3.19722 0.0 0.1 -0.1
H 1.77836 1.06222 1.22902 0.1 0.2 0.0
H 1.00812 1.71393 -0.18593 0.1 0.2 0.0
H -0.46897 1.05262 1.87928 -0.2 0.0 0.0
H 0.08167 2.56931 2.59790 0.1 -0.1 -0.1
H -2.08644 2.84007 1.48248 0.1 0.1 -0.1
H -1.42440 2.22655 -0.03454 0.0 -0.3 -0.1
H -1.64199 4.67150 0.15198 0.4 -0.3 0.1
H 0.22669 3.50609 -1.26215 0.0 -0.1 -0.2
H 0.14598 5.24987 -1.04932 0.1 -0.1 0.1
H 2.42624 4.41965 -0.63350 0.0 0.1 -0.1
H 1.68218 5.24757 0.74459 0.1 -0.2 0.1
H 3.71405 5.24409 1.40545 0.1 0.0 0.1
```
Positions in Å, forces in eV/Å.

Results
- HOMO energy: -0.283 Eh
- SMILES: CNC(=O)[C@H](Cc1ccc(O)cc1)NC(C)=O.Brc1ccc(N2CCCNCC2)cn1
- Total energy: -106937.1015 eV
- Orbital gap: 7.99 eV
- 2S+1: 1
- LUMO energy: 0.010 hartree

These are the Mulliken partial charges, in e, on atoms 1 to 4: -0.97 -0.08 0.16 -0.69

---

Q: Number 1 is which compound?
A: C17H21N3O5